# 1
# C3H15NO3

A cluster of 4 separate species, C3H15NO3 in total at a distorted geometry (ωB97M-V with the def2-TZVPD basis set, the Open Molecules 2025 dataset).

The value obtained for the lowest unoccupied orbital energy (alpha / beta) is 3.93 / 3.66 eV. The calculation puts the energy above the lowest of the compared OMol25 structures with the same formula, charge and spin at 35.28 kJ/mol. For the highest occupied orbital energy (alpha / beta), the calculation gives 0.92 / -5.54 eV. As for the frontier orbital gap (alpha / beta): 3.01 / 9.21 eV. Its charge is -1. The spin multiplicity is 2.

```
22
C3H15NO3 ωB97M-V with the def2-TZVPD basis set
O 0.15 1.94 0.64
O -0.05 3.12 -2.43
O 1.69 0.54 -1.23
N -0.82 -1.09 0.43
C -0.17 -1.97 1.38
C 1.29 -2.23 1.07
C -2.27 -1.21 0.43
H 0.30 2.21 1.56
H -2.68 -0.47 1.14
H -2.57 -2.20 0.81
H 2.57 0.86 -1.02
H -0.52 1.23 0.74
H 1.93 -1.34 1.01
H 1.46 -2.74 0.12
H -0.30 -1.55 2.39
H 0.66 2.51 -2.20
H 1.12 0.94 -0.53
H -2.72 -0.96 -0.52
H 1.70 -2.90 1.81
H -0.39 -1.12 -0.48
H -0.66 -2.96 1.43
H -0.87 2.62 -2.42
```

Here are the Löwdin charges for atoms 1 to 8, given in e: -0.29 -0.13 -0.15 -0.16 -0.37 -0.17 -0.23 -0.03

# 2
# C7H14O2

A cluster of 2 separate species, C7H14O2 in total at a distorted geometry (ωB97M-V with the def2-TZVPD basis set, the Open Molecules 2025 dataset).

The value obtained for the lowest unoccupied orbital energy is 0.55 eV. The calculation puts the energy above the lowest of the compared OMol25 structures with the same formula, charge and spin at 198.20 kJ/mol. For the highest occupied orbital energy, the calculation gives -9.72 eV. As for the frontier orbital gap: 10.27 eV. Its charge is 0.

```
23
C7H14O2 ωB97M-V with the def2-TZVPD basis set
O 3.62 0.73 -1.72
O -2.06 0.33 -2.83
C -1.04 0.34 -2.21
C 0.39 -1.06 1.98
C -0.88 0.04 -0.77
C -1.98 -0.41 2.34
C 0.35 0.54 -0.08
C -0.71 -0.25 2.65
C 1.14 -0.46 0.77
H -1.07 -1.02 -0.52
H -0.04 0.54 -2.73
H 2.11 -0.05 1.06
H 1.17 -1.49 2.63
H -0.17 -1.97 1.72
H -1.78 0.51 -0.33
H 0.17 1.34 0.64
H 1.06 1.08 -0.73
H -0.36 0.45 3.41
H 3.52 1.45 -1.06
H -2.24 -1.18 1.61
H 1.39 -1.30 0.08
H -2.84 0.12 2.70
H 3.71 0.06 -1.03
```

Here are the Löwdin charges for atoms 1 to 8, given in e: -0.07 0.06 -0.28 -0.21 -0.17 -0.01 -0.23 -0.19

# 3
# C5H14N2S

The molecule C5H14N2S at a distorted geometry (ωB97M-V with the def2-TZVPD basis set, the Open Molecules 2025 dataset).

The value obtained for the lowest unoccupied orbital energy is 0.87 eV. The calculation puts the energy above the lowest of the compared OMol25 structures with the same formula, charge and spin at 147.18 kJ/mol. For the highest occupied orbital energy, the calculation gives -8.77 eV. As for the frontier orbital gap: 9.64 eV. Its charge is 0.

```
22
C5H14N2S ωB97M-V with the def2-TZVPD basis set
S 2.67 2.01 -0.03
N 0.03 -0.74 0.96
N -0.85 1.93 -1.44
C -1.44 -2.08 -0.62
C 0.50 0.42 0.03
C -0.66 1.40 -0.13
C -0.38 -2.03 0.49
C 1.68 0.81 0.91
H -2.13 -2.95 -0.60
H 0.84 -0.10 -0.93
H 2.30 -0.05 0.97
H -2.22 -1.35 -0.62
H -0.83 1.21 -2.07
H -0.24 2.71 -1.66
H -1.02 -2.10 -1.64
H 0.51 -2.65 0.19
H 3.85 2.08 0.76
H -0.85 -0.25 1.37
H -1.66 0.87 0.12
H -0.84 -2.55 1.38
H 1.42 1.17 1.95
H -0.66 2.23 0.62
```

Here are the Löwdin charges for atoms 1 to 8, given in e: 0.65 -0.10 0.01 -0.12 -0.38 -0.29 -0.31 -0.56